77
Properties=species:S:1:pos:R:3:forces:R:3 method="wB97M-V/def2-TZVPD" spin_multiplicity=2 homo_energy_ev="-2.42 / -2.35" de_lowest_kj_mol=105.02 charge=-1 homo_lumo_gap_ha="0.1598 / 0.1571"
Cu 1.119 0.836 0.169 0.388 2.047 -1.109
C -0.614 2.236 -3.897 0.589 0.499 -0.870
C 0.275 1.338 -3.057 -0.263 0.034 2.556
O 0.583 1.923 -1.845 -0.008 -0.742 -0.491
H 0.026 2.995 -4.362 -0.163 0.046 -0.082
H -1.319 2.797 -3.283 -0.094 -0.291 0.201
H -1.136 1.691 -4.696 -0.074 0.032 -0.034
H 1.190 1.013 -3.590 -0.039 0.117 -0.539
H -0.308 0.401 -2.859 -0.066 -0.392 -0.358
O 1.869 5.712 0.318 0.647 -0.927 0.913
C 2.523 5.110 1.356 -0.023 1.910 -0.890
C 1.986 3.686 1.761 -1.763 -2.593 -1.457
O 1.918 2.841 0.699 0.581 0.222 0.979
H 2.456 5.814 2.199 -0.156 -0.392 0.709
H 3.595 4.940 1.193 0.108 -0.155 -0.531
H 0.965 3.781 2.177 -0.068 0.716 0.253
H 2.595 3.257 2.579 0.569 0.541 0.324
O -3.037 2.141 1.758 0.273 -0.760 -0.450
S -2.479 1.114 0.905 0.641 0.065 -0.524
O -1.072 1.059 0.591 -2.337 -0.087 0.795
O -2.872 -0.339 1.544 0.628 0.522 -0.741
C -4.178 -0.477 2.120 0.784 0.487 0.766
C -4.325 -1.919 2.543 -0.844 -0.551 -0.406
C -3.414 1.042 -0.643 0.293 -0.065 0.679
H -4.922 -0.119 1.404 -0.169 -0.357 0.125
H -4.182 0.196 2.985 -0.342 -0.133 -0.056
H -5.291 -2.050 3.040 0.033 0.081 0.045
H -3.563 -2.319 3.206 0.261 0.535 0.069
H -4.354 -2.589 1.679 0.054 0.142 -0.094
H -3.083 0.146 -1.163 0.182 0.146 -0.118
H -3.188 1.949 -1.197 0.165 -0.041 -0.038
H -4.479 0.976 -0.431 0.015 0.109 0.105
O 1.581 -3.283 -0.105 -0.312 -0.172 -0.390
S 0.372 -2.628 -0.501 -1.233 0.781 -0.442
O 0.326 -1.199 -0.695 -0.255 -1.544 0.112
O -0.163 -3.328 -1.879 1.047 -0.432 1.119
C -1.128 -2.623 -2.649 -0.631 0.294 -0.838
C -1.762 -3.597 -3.638 -0.149 -0.352 0.592
C -0.961 -3.077 0.645 0.719 0.041 -0.367
H -0.649 -1.796 -3.173 -0.041 0.149 0.289
H -1.919 -2.256 -1.989 0.127 0.298 -0.047
H -1.021 -4.135 -4.226 0.066 0.040 0.038
H -2.474 -3.128 -4.317 0.205 0.381 0.029
H -2.355 -4.314 -3.062 0.168 -0.234 -0.119
H -1.052 -4.148 0.816 0.422 -0.037 -0.201
H -1.900 -2.722 0.232 0.049 0.378 0.146
H -0.666 -2.572 1.563 -0.370 0.154 0.065
O -0.620 -1.094 3.824 0.315 -0.111 -0.060
S 0.438 -0.196 3.451 -0.292 1.577 -0.733
O 0.971 -0.157 2.115 -0.108 -0.947 1.413
O -0.048 1.314 3.670 0.093 -0.354 0.005
C -0.808 1.611 4.849 -0.645 -0.503 0.928
C -0.704 3.074 5.225 0.342 0.153 -0.831
C 1.762 -0.299 4.624 0.840 -0.110 0.037
H -0.443 1.022 5.697 0.254 -0.118 -0.113
H -1.834 1.273 4.704 -0.064 0.124 -0.215
H -0.881 3.241 6.285 0.100 -0.184 0.073
H -1.393 3.713 4.674 0.013 -0.132 -0.169
H 0.309 3.373 4.943 -0.041 0.289 0.282
H 2.232 0.678 4.720 -0.170 0.102 -0.181
H 2.520 -0.960 4.203 -0.176 -0.112 -0.058
H 1.481 -0.661 5.610 -0.396 -0.041 -0.150
O 4.366 0.415 -2.561 -0.463 -0.887 -0.068
S 3.589 -0.609 -1.908 0.513 0.742 -0.545
O 2.913 -0.282 -0.695 0.331 -0.770 -0.401
O 2.494 -1.239 -2.947 0.748 0.523 1.341
C 2.832 -1.223 -4.313 0.208 -0.316 -1.929
C 1.587 -1.535 -5.112 -1.035 -0.218 0.537
C 4.676 -2.030 -1.598 -1.153 1.075 0.164
H 3.589 -1.978 -4.570 0.090 -0.049 0.449
H 3.230 -0.275 -4.680 -0.048 0.202 0.628
H 0.808 -0.812 -4.853 0.154 0.183 -0.206
H 1.149 -2.502 -4.843 0.305 -0.111 0.042
H 1.738 -1.544 -6.191 0.272 0.177 0.030
H 4.029 -2.664 -0.993 0.359 -0.392 -0.052
H 5.482 -1.576 -1.028 0.101 -0.230 0.079
H 5.025 -2.460 -2.530 -0.065 -0.068 -0.015